(1)
Density functional theory data (wB97M-V/def2-TZVPD) for a structure of composition C16H19AlBrF4N2O2.

```
45
Properties=species:S:1:pos:R:3:forces:R:3:nbo_charge:R:1
O -7.18915 -3.17698 -0.54982 4.5 2.7 -1.6 -0.5167
C -6.22966 -2.46984 -0.96856 -3.9 -2.2 1.1 0.7609
O -6.23273 -2.14621 -2.35422 0.8 0.6 2.6 -0.6816
C -5.07322 -1.97944 0.03486 0.2 0.6 -1.3 -0.5299
C -4.02740 -3.17640 0.33390 -0.9 -0.2 0.6 -0.2287
N -2.62183 -2.66017 0.10211 3.3 1.1 -0.6 -0.3108
C -1.73317 -3.21547 -0.90869 2.2 2.4 0.9 0.0900
C -0.29563 -2.63742 -1.14104 -2.0 1.7 2.6 -0.2132
C 0.17939 -1.45179 -0.26336 -3.0 -0.6 1.4 -0.0101
C 1.56844 -0.69732 -0.36938 2.3 1.2 -1.1 0.0269
C 1.86463 0.01489 -1.74812 2.7 0.2 2.9 -0.1955
C 3.17517 0.81169 -1.91346 -2.8 -2.4 2.5 0.0734
N 4.11341 0.89337 -0.79401 -2.5 -1.5 -0.5 -0.3152
C 5.33888 1.71592 -1.01306 2.4 1.0 0.0 -0.2474
C 5.40198 3.07662 -0.15822 -0.3 0.4 0.7 -0.4560
C 3.97740 3.76294 0.13616 0.1 0.5 -0.9 -0.4600
Br 3.71279 3.97591 2.11551 0.1 -0.1 -1.4 0.0287
C 3.91265 0.23467 0.46333 -2.9 -0.9 -1.2 0.1200
C 2.62060 -0.60959 0.76603 0.4 2.0 -3.7 -0.1836
C -0.81476 -0.89673 0.82374 -1.3 -3.0 -2.2 -0.1786
C -2.21165 -1.55539 0.95681 3.0 0.0 -1.9 0.0964
H -5.92803 -1.21624 -2.46171 0.0 -0.8 0.0 0.4909
H -5.53121 -1.53472 0.99060 0.6 -0.8 -1.6 0.2920
H -4.50071 -1.14822 -0.53244 -0.8 -1.2 1.2 0.2321
H -4.03767 -3.52011 1.43804 -0.2 0.6 -1.9 0.2590
H -4.26943 -4.09196 -0.30439 0.7 1.4 0.7 0.2605
H -2.08322 -4.07729 -1.58450 0.3 1.6 1.5 0.2741
H 0.41867 -3.04290 -1.93920 -1.5 0.4 1.3 0.2742
H 1.09229 -0.07950 -2.59290 1.5 0.3 1.4 0.2778
H 3.35954 1.32494 -2.91834 0.2 -0.7 2.0 0.2784
H 6.26472 1.09102 -0.70795 -1.7 0.8 -0.5 0.2489
H 5.51440 1.99123 -2.11720 -0.9 -0.8 1.6 0.2507
H 5.90933 2.86038 0.85401 -0.8 0.3 -1.7 0.2441
H 6.04338 3.87670 -0.69391 -0.9 -1.7 0.7 0.2590
H 3.07243 3.18868 -0.25274 1.3 0.7 0.7 0.2149
H 3.94516 4.79898 -0.37557 0.0 -1.7 1.2 0.2514
H 4.73637 0.36122 1.24923 -1.4 -0.1 -1.4 0.2787
H 2.46348 -1.12157 1.77687 0.4 1.0 -1.7 0.2925
H -0.57483 -0.00848 1.50906 -0.4 -1.2 -1.0 0.3352
H -2.95996 -1.14651 1.71723 1.1 -0.7 -1.2 0.3047
F -3.00971 3.40073 4.23517 0.7 -0.9 -1.8 -0.7807
Al -2.47570 2.74129 2.68170 -0.5 1.1 0.5 2.1896
F -0.97351 1.80906 2.90998 -1.2 0.3 -0.6 -0.8056
F -2.17942 4.06534 1.54124 -0.2 -1.7 1.1 -0.7873
F -3.73249 1.66468 2.02719 1.4 0.5 0.4 -0.8041
```
Forces are in eV/Å.

2S+1	1
E	-4096.70666	Ha
HOMO energy	-12.6	eV
largest force on an atom	0.10602	hartree/bohr
total charge	+1
LUMO level	-5.9	eV
orbital gap	0.246	Ha
energy above the lowest of the compared OMol25 structures with the same formula, charge and spin	210.5	kcal per mole

***

(2)
Density functional theory data (wB97M-V/def2-TZVPD) for a structure of composition C25H41BeBrN2P2.

```
72
Properties=species:S:1:pos:R:3:forces:R:3:mulliken_charge:R:1
C 3.07394 -0.16298 -6.68338 0.1 -0.5 0.2 -0.3857
C 3.14754 0.58045 -5.50052 0.1 0.4 -1.3 0.1359
C 3.90573 1.74693 -5.59480 0.5 0.2 0.5 -0.4523
C 4.72118 2.00838 -6.70504 -1.1 -0.7 -0.1 -0.2503
N 4.69828 1.21071 -7.78850 0.3 -0.3 0.4 -0.5350
C 3.90070 0.12567 -7.78048 -0.3 0.8 0.6 -0.2901
C 2.59773 0.15159 -4.23085 1.4 1.6 -2.6 0.3960
C 2.60356 -0.09715 -3.06490 0.2 -0.8 1.3 -0.7472
C 2.19209 -0.93055 -2.00889 -1.2 0.2 -0.2 0.8952
C 0.86372 -1.33932 -2.23309 0.0 -0.8 0.8 -0.9104
C 0.23983 -2.04769 -1.18231 -0.7 1.2 0.1 1.2925
C 0.99279 -2.30342 0.04982 -1.5 -0.5 -0.9 0.3963
C 2.36294 -2.33838 -0.04456 -0.4 0.8 0.2 -1.1035
C 2.93306 -1.45327 -0.94542 0.4 -0.4 -1.3 -0.1319
Be -1.27831 -1.46049 -0.29038 -0.7 -1.0 1.7 -0.7577
P -2.93692 -0.36014 0.43131 -1.3 2.4 0.6 1.0256
H 3.87206 2.41764 -4.75416 0.4 0.2 0.2 0.4020
H 2.37538 -0.97805 -6.70453 0.1 -0.5 -0.2 0.3988
H 5.38549 2.88382 -6.68104 -0.4 -0.5 -0.3 0.3475
H 3.90155 -0.53988 -8.66400 0.0 0.7 0.5 0.3411
H 3.98718 -1.19824 -0.90097 0.0 -0.3 0.1 0.5672
H 0.37746 -1.12293 -3.21467 0.4 -0.3 1.1 0.4606
H 2.89859 -2.92946 0.66290 0.6 0.4 0.8 0.5215
H -0.76393 -2.48539 -1.49031 1.5 0.0 0.2 -0.2478
C -3.64527 -0.67228 2.16007 0.8 -1.2 -0.3 -0.4873
C -4.46171 0.40244 2.87537 0.0 0.2 -0.1 -1.1974
H -2.78763 -0.98385 2.78102 -0.3 0.2 -0.1 0.4058
H -4.27130 -1.57758 2.04861 0.2 0.3 -0.1 0.5149
H -4.94840 -0.05710 3.73863 0.1 0.0 -0.1 0.4199
H -3.84343 1.21114 3.26016 0.1 0.0 -0.1 0.1881
H -5.24863 0.81927 2.24928 0.1 0.0 0.0 0.2837
C -2.70091 1.46635 0.29248 -0.1 -0.9 -0.2 -0.3841
C -2.48942 1.83627 -1.17305 -0.2 0.7 -0.2 -1.4073
H -1.85971 1.78039 0.92037 -0.3 -0.1 -0.1 0.2031
H -3.63034 1.90464 0.65513 0.2 0.2 0.2 0.5903
H -2.06227 2.84001 -1.20365 0.1 -0.1 -0.2 0.4334
H -1.81975 1.17751 -1.73888 0.0 0.0 0.2 0.2950
H -3.43584 1.91034 -1.72443 0.2 -0.2 0.2 0.3028
C -4.37975 -0.68436 -0.67979 0.5 -0.4 -0.5 -0.7362
C -5.65385 0.13155 -0.46128 -0.2 0.1 0.1 -1.3124
H -4.60723 -1.75889 -0.60998 0.0 0.2 0.0 0.4096
H -3.99985 -0.53649 -1.70195 -0.1 0.0 0.1 0.4425
H -6.35727 -0.07391 -1.28081 0.2 0.1 0.3 0.4005
H -6.15102 -0.15038 0.47438 0.1 0.1 -0.2 0.3138
H -5.46248 1.21276 -0.45539 -0.1 -0.3 0.0 0.3119
Br 0.25899 -1.96745 1.86782 0.1 -1.2 -1.7 -0.0258
P 1.55512 0.67836 3.31789 1.4 1.9 1.2 -0.3550
C -0.26511 0.98730 3.13651 0.4 -0.8 -0.1 1.1441
C -0.88166 2.06707 4.01468 -0.1 -0.2 0.0 -1.5355
H -0.80960 0.04896 3.32753 -0.3 0.3 -0.6 -0.1753
H -0.26335 1.31444 2.07316 -0.4 -0.5 0.5 -0.5190
H -1.74119 2.46051 3.48718 -0.3 0.3 -0.1 0.3331
H -1.27512 1.66223 4.94173 0.2 -0.1 0.2 0.3795
H -0.21333 2.88624 4.24701 0.2 0.1 0.0 0.4546
C 2.15357 -0.79817 4.37743 -0.9 0.9 -0.8 -0.1289
C 3.30307 -0.38024 5.29193 0.5 0.2 -0.1 -1.3066
H 2.46962 -1.55214 3.66292 0.0 -0.5 0.2 0.1898
H 1.25932 -1.10803 4.93510 0.3 -0.3 0.0 0.3867
H 3.56293 -1.13728 6.01905 -0.2 -0.4 0.2 0.3902
H 4.23795 -0.21005 4.75118 -0.2 0.0 -0.3 0.3250
H 3.12455 0.54020 5.84108 -0.3 0.0 0.0 0.3663
C 2.22297 0.56338 1.57659 -0.5 -0.5 0.7 0.5530
C 3.24361 1.65405 1.29770 0.2 -0.1 -0.3 -1.4452
H 1.36498 0.64870 0.88545 0.3 -0.3 0.0 -0.1420
H 2.68405 -0.43327 1.50277 -0.1 0.4 -0.2 -0.0187
H 3.85352 1.37975 0.44044 0.2 -0.1 -0.2 0.3960
H 2.78603 2.60529 1.03728 -0.2 0.1 0.2 0.3471
H 3.90832 1.80053 2.14689 0.0 0.1 0.0 0.3742
N -2.06018 -3.04734 0.10480 -0.6 -0.2 -0.6 -0.2956
H -1.51626 -3.84152 -0.18881 0.3 -0.6 -0.1 0.4303
H -2.99296 -3.20215 -0.28757 0.1 0.1 -0.2 0.2122
H -2.20537 -3.19505 1.08474 0.1 0.1 0.9 0.3064
```
Forces are in eV/Å.

2S+1	1
E	-4357.47258	Ha
HOMO energy (spin up / spin down)	-12.2 / -12.2	eV
largest force on an atom	0.06517	hartree/bohr
total charge	+2
LUMO level (spin up / spin down)	-7.4 / -7.4	eV
orbital gap (spin up / spin down)	0.178 / 0.178	Ha
energy above the lowest of the compared OMol25 structures with the same formula, charge and spin	50.3	kcal per mole

***

- Which of these has the lowest largest force on an atom?
  C25H41BeBrN2P2

***

- The highest total charge belongs to which entry?
  C25H41BeBrN2P2

***

- Which of these has the highest E?
  C16H19AlBrF4N2O2